Here is 5 unconnected molecules or ions with the total composition C28H61ClN3O3 from OMol25. Energies are from ωB97M-V/def2-TZVPD.

Each line ends with the Löwdin charge.
Positions of all 96 atoms, in Å:
C  4.292  2.626  4.780  -0.09
C  3.553  1.354  4.321  -0.22
C  2.719  1.635  3.102  -0.16
N  1.853  0.517  2.659  -0.24
C  2.560  -0.716  2.174  -0.10
C  3.473  -0.491  0.983  -0.13
C  2.599  0.106  -0.142  -0.19
C  1.813  1.323  0.277  -0.16
C  0.974  0.982  1.503  -0.13
C  0.905  0.096  3.751  0.00
H  3.547  3.433  4.755  0.07
H  5.083  2.957  4.108  0.08
H  4.654  2.548  5.800  0.08
H  3.030  0.938  5.177  0.11
H  4.382  0.667  4.118  0.12
H  3.399  1.985  2.326  0.12
H  2.094  2.525  3.229  0.14
H  3.033  -1.145  3.062  0.15
H  1.807  -1.476  1.946  0.11
H  4.206  0.279  1.242  0.11
H  3.940  -1.420  0.675  0.12
H  3.284  0.302  -0.972  0.12
H  1.943  -0.700  -0.487  0.09
H  2.454  2.158  0.589  0.10
H  1.280  1.805  -0.543  0.10
H  0.359  1.791  1.898  0.12
H  0.325  0.163  1.209  0.06
H  0.192  0.878  3.988  0.11
H  1.491  -0.357  4.545  0.10
H  0.323  -0.791  3.452  0.07
C  3.423  -3.113  -2.142  -0.08
C  2.413  -3.787  -3.057  -0.21
C  1.271  -4.346  -2.189  -0.15
N  0.069  -4.873  -2.942  -0.26
C  -0.799  -5.494  -1.867  -0.10
C  -2.231  -5.752  -2.273  -0.17
C  -2.907  -4.573  -2.934  -0.18
C  -2.028  -3.998  -4.025  -0.17
C  -0.584  -3.723  -3.659  -0.11
C  0.440  -5.912  -3.949  0.03
H  3.945  -2.327  -2.691  0.08
H  4.153  -3.757  -1.659  0.09
H  2.883  -2.557  -1.371  0.06
H  2.792  -4.576  -3.704  0.11
H  1.917  -2.979  -3.597  0.10
H  0.783  -3.475  -1.749  0.08
H  1.641  -4.883  -1.315  0.15
H  -0.856  -4.719  -1.095  0.09
H  -0.222  -6.316  -1.454  0.14
H  -2.733  -6.122  -1.376  0.13
H  -2.313  -6.643  -2.915  0.12
H  -3.034  -3.802  -2.162  0.12
H  -3.893  -4.887  -3.268  0.12
H  -2.507  -3.193  -4.586  0.12
H  -2.069  -4.743  -4.842  0.12
H  -0.659  -2.877  -2.971  0.13
H  0.019  -3.517  -4.535  0.13
H  -0.470  -6.447  -4.217  0.10
H  1.044  -6.644  -3.418  0.12
H  0.864  -5.461  -4.837  0.11
C  -1.987  0.800  -1.255  -0.10
C  -1.815  2.319  -1.300  -0.24
C  -2.292  2.935  -0.022  -0.12
N  -2.890  4.351  -0.094  -0.26
C  -3.153  4.834  1.325  -0.09
C  -3.437  6.318  1.293  -0.16
C  -2.221  7.044  0.733  -0.19
C  -2.038  6.705  -0.737  -0.14
C  -1.839  5.193  -0.820  -0.10
C  -4.125  4.327  -0.892  0.01
H  -1.568  0.178  -2.040  0.07
H  -3.064  0.612  -1.192  0.08
H  -1.638  0.342  -0.323  0.01
H  -2.404  2.598  -2.176  0.11
H  -0.781  2.584  -1.532  0.10
H  -1.714  2.838  0.892  0.13
H  -3.223  2.414  0.248  0.13
H  -2.296  4.566  1.933  0.14
H  -4.058  4.283  1.589  0.14
H  -3.586  6.658  2.319  0.13
H  -4.325  6.588  0.725  0.12
H  -1.319  6.783  1.304  0.12
H  -2.318  8.095  1.013  0.12
H  -1.208  7.271  -1.149  0.13
H  -2.971  6.916  -1.267  0.12
H  -0.862  4.944  -0.400  0.14
H  -1.833  4.771  -1.821  0.12
H  -4.799  3.543  -0.542  0.12
H  -3.942  3.965  -1.902  0.11
H  -4.579  5.308  -0.911  0.10
Cl  -0.903  -2.229  0.526  -0.33
O  0.860  -3.719  3.052  -0.01
C  0.694  -3.330  4.369  -0.82
O  0.137  -2.199  4.532  -0.13
O  1.181  -4.043  5.238  -0.01
H  0.401  -3.035  2.559  -0.05

Values from the calculation:
HOMO-LUMO gap in eV: 5.5
Charge: +1
Relative energy (zero: lowest compared OMol25 entry of this formula, charge and spin) in kJ/mol: 138.6
E_HOMO in eV: -7.91
2S+1: 1

=====

Here is 4 unconnected molecules or ions with the total composition C29H44ClN5OS3 from OMol25. Energies are from ωB97M-V/def2-TZVPD.

Each line ends with the Löwdin charge.
Positions of all 83 atoms, in Å:
C  -5.814  -1.392  -2.068  -0.08
C  -4.548  -0.667  -2.498  -0.25
N  -3.926  0.128  -1.422  -0.21
C  -3.325  -0.714  -0.357  -0.25
C  -4.339  -1.132  0.716  -0.07
C  -2.944  0.952  -2.022  -1.11
S  -3.317  2.429  -2.553  0.71
S  -1.254  0.354  -2.259  0.84
C  -0.391  1.147  -0.863  -0.48
C  0.414  0.129  -0.045  -0.27
C  1.799  0.570  0.400  -0.22
C  1.854  1.584  1.558  -0.79
N  0.992  1.274  2.673  0.05
S  1.448  3.303  1.021  0.83
C  3.296  1.625  2.084  -0.25
O  3.507  2.614  3.060  -0.18
C  3.439  2.187  4.408  -0.28
C  4.377  3.000  5.272  -0.18
C  3.868  4.378  5.745  -0.70
C  4.955  5.437  5.604  -0.14
Cl  2.414  4.950  4.867  0.64
H  -5.595  -2.382  -1.684  0.06
H  -6.287  -0.847  -1.257  0.07
H  -6.528  -1.487  -2.877  0.07
H  -4.815  0.030  -3.283  0.10
H  -3.847  -1.378  -2.948  0.12
H  -2.801  -1.571  -0.777  0.11
H  -2.601  -0.094  0.156  0.08
H  -4.876  -1.995  0.347  0.05
H  -5.036  -0.313  0.846  0.07
H  -3.768  -1.342  1.610  0.07
H  0.240  1.929  -1.250  0.04
H  -1.112  1.644  -0.227  0.06
H  -0.176  -0.229  0.793  0.10
H  0.566  -0.744  -0.671  0.06
H  2.317  -0.322  0.742  0.10
H  2.361  0.926  -0.461  0.11
H  0.023  1.183  2.398  0.06
H  1.311  0.445  3.160  0.09
H  1.801  3.177  -0.263  -0.13
H  3.609  0.631  2.419  0.13
H  3.933  1.878  1.238  0.13
H  2.413  2.273  4.759  0.09
H  3.706  1.134  4.520  0.12
H  5.310  3.113  4.732  0.11
H  4.559  2.409  6.165  0.11
H  3.617  4.321  6.795  0.09
H  5.651  5.342  6.437  0.08
H  5.516  5.310  4.686  0.08
H  4.527  6.430  5.634  0.06
N  2.821  -1.880  -1.285  0.06
C  2.465  -1.785  -2.566  -0.14
C  2.999  -2.571  -3.575  -0.06
C  3.960  -3.509  -3.239  -0.07
C  4.345  -3.622  -1.913  -0.07
C  3.747  -2.789  -0.981  -0.15
H  1.710  -1.037  -2.789  0.09
H  2.671  -2.452  -4.597  0.08
H  4.399  -4.142  -4.000  0.11
H  5.092  -4.341  -1.606  0.10
H  4.018  -2.847  0.069  0.10
N  2.162  -4.559  -6.855  0.05
C  1.021  -3.904  -6.655  -0.16
C  -0.234  -4.468  -6.827  -0.07
C  -0.308  -5.789  -7.236  -0.08
C  0.870  -6.487  -7.451  -0.07
C  2.072  -5.829  -7.245  -0.16
H  1.125  -2.871  -6.341  0.09
H  -1.127  -3.886  -6.645  0.10
H  -1.267  -6.268  -7.383  0.11
H  0.858  -7.520  -7.771  0.10
H  3.017  -6.339  -7.399  0.10
N  -4.220  1.001  3.735  0.06
C  -5.319  1.388  4.379  -0.16
C  -5.874  2.653  4.268  -0.07
C  -5.252  3.574  3.442  -0.08
C  -4.107  3.192  2.764  -0.06
C  -3.636  1.901  2.944  -0.16
H  -5.774  0.638  5.018  0.10
H  -6.771  2.908  4.815  0.10
H  -5.653  4.573  3.327  0.11
H  -3.588  3.878  2.109  0.10
H  -2.744  1.561  2.427  0.09

Values from the calculation:
HOMO-LUMO gap in eV: 7.9
E_HOMO in eV: -8.06
2S+1: 1

=====

Here is C5H12O2 in the gas phase from OMol25. Energies are from ωB97M-V/def2-TZVPD.

Each line ends with the natural charge from an NBO analysis.
Positions of all 19 atoms, in Å:
C  1.663  -0.971  1.720  -0.26
O  -1.288  -0.688  0.634  -0.74
C  -0.905  -0.249  -0.659  0.10
C  -2.193  0.008  -1.430  -0.62
C  -0.006  0.991  -0.596  -0.45
C  1.316  0.782  0.140  -0.06
O  1.098  0.302  1.467  -0.57
H  1.296  -1.719  1.004  0.18
H  1.335  -1.272  2.718  0.20
H  2.763  -0.940  1.690  0.17
H  -0.341  -1.053  -1.169  0.15
H  -2.751  0.821  -0.951  0.21
H  -2.817  -0.890  -1.395  0.22
H  -2.013  0.270  -2.479  0.20
H  -0.567  1.808  -0.121  0.21
H  0.242  1.310  -1.616  0.22
H  1.950  0.072  -0.409  0.17
H  1.864  1.734  0.195  0.19
H  -0.645  -0.315  1.258  0.49

Values from the calculation:
HOMO-LUMO gap in eV: 10.9
Relative energy (zero: lowest compared OMol25 entry of this formula, charge and spin) in kJ/mol: 110.5
E_HOMO in eV: -9.89
2S+1: 1

=====

Here is a molecular structure, C3H9Ag4FO4P from OMol25. Energies are from ωB97M-V/def2-TZVPD.

Each line ends with the natural charge from an NBO analysis.
Positions of all 22 atoms, in Å:
Ag  2.471  -5.304  1.003  0.99
Ag  0.191  -2.244  1.960  0.98
Ag  0.463  -3.913  -1.400  0.99
Ag  3.981  -2.230  -0.813  1.00
F  1.905  -3.018  0.274  -0.98
C  1.558  -0.083  -1.497  -0.28
O  0.440  0.771  -1.466  -0.74
P  -0.350  0.859  0.002  2.57
O  -0.563  -0.416  0.707  -1.25
O  0.403  1.983  0.947  -0.77
C  -0.389  2.412  2.015  -0.27
O  -1.758  1.624  -0.262  -0.76
C  -2.799  0.871  -0.860  -0.28
H  1.345  -0.782  -2.307  0.18
H  1.731  -0.601  -0.554  0.15
H  2.463  0.478  -1.730  0.22
H  -0.937  3.308  1.722  0.23
H  0.106  2.600  2.968  0.22
H  -0.973  1.554  2.346  0.17
H  -2.519  0.661  -1.892  0.19
H  -3.696  1.490  -0.866  0.24
H  -3.075  -0.021  -0.297  0.19

Values from the calculation:
HOMO-LUMO gap in eV: 5.3
Charge: +3
Relative energy (zero: lowest compared OMol25 entry of this formula, charge and spin) in kJ/mol: 77.9
E_HOMO in eV: -18.94
2S+1: 1